[1]
# C76H75B4F12N3O4

A 13-piece molecular cluster, C76H75B4F12N3O4 overall in a non-equilibrium geometry (ωB97M-V/def2-TZVPD, OMol25).

Last column: Löwdin charge in e.
Geometry (Å):
C1 0.799 -2.540 0.247  -0.0954
C2 1.204 -1.052 0.118  -0.1525
B1 1.036 -0.246 1.449  -0.2872
O1 -0.105 -0.501 2.169  0.1285
B2 2.213 0.897 2.018  -0.3335
O2 3.293 1.237 1.201  0.2377
B3 3.728 2.543 1.314  -0.3354
O3 3.852 3.054 2.594  0.2266
B4 2.652 2.876 3.300  -0.5264
C3 1.955 4.107 3.965  0.0025
C4 1.201 3.978 5.304  -0.6886
N1 0.394 5.167 5.610  0.0674
N2 2.198 3.918 6.377  0.0786
N3 0.361 2.795 5.309  0.0966
O4 2.100 1.599 3.219  0.2566
H1 1.457 -3.173 -0.348  0.0626
H2 0.837 -2.891 1.282  0.0717
H3 -0.217 -2.702 -0.119  0.0616
H4 2.227 -0.954 -0.258  0.1014
H5 0.547 -0.564 -0.621  0.0782
H6 -0.337 0.180 2.806  0.0945
H7 3.852 3.220 0.340  0.1213
H8 1.281 4.519 3.196  0.1310
H9 2.735 4.856 4.135  0.1166
H10 -0.400 5.185 4.979  0.0691
H11 0.924 6.009 5.405  0.0761
H12 1.775 4.305 7.213  0.0669
H13 2.417 2.949 6.574  0.0783
H14 -0.397 2.903 5.972  0.0702
H15 -0.030 2.586 4.401  0.0691
F1 9.835 4.736 5.721  0.0500
C5 8.813 4.010 5.216  -0.2887
C6 7.673 4.669 4.805  -0.0119
C7 6.628 3.916 4.287  -0.0700
C8 6.737 2.537 4.190  -0.0855
C9 7.898 1.904 4.615  -0.0806
C10 8.954 2.640 5.134  -0.0202
H16 7.613 5.745 4.896  0.1172
H17 5.725 4.409 3.952  0.0998
H18 5.918 1.961 3.784  0.0957
H19 7.986 0.828 4.544  0.1040
H20 9.870 2.172 5.468  0.1160
F2 -0.594 -1.671 -1.868  0.0247
C11 -0.590 -0.783 -2.887  -0.2652
C12 -1.707 -0.697 -3.693  -0.0034
C13 -1.699 0.224 -4.732  -0.0793
C14 -0.588 1.028 -4.951  -0.0875
C15 0.521 0.915 -4.123  -0.0697
C16 0.528 0.003 -3.075  -0.0053
H21 -2.560 -1.334 -3.502  0.1187
H22 -2.568 0.317 -5.367  0.0811
H23 -0.591 1.745 -5.762  0.1000
H24 1.392 1.534 -4.281  0.0804
H25 1.380 -0.098 -2.415  0.1073
F3 -3.578 -5.913 3.880  0.0436
C17 -3.537 -4.852 3.041  -0.2867
C18 -4.568 -4.679 2.140  -0.0221
C19 -4.520 -3.578 1.295  -0.0856
C20 -3.460 -2.685 1.356  -0.0854
C21 -2.433 -2.889 2.269  -0.0698
C22 -2.469 -3.983 3.122  -0.0167
H26 -5.383 -5.389 2.112  0.1141
H27 -5.321 -3.421 0.584  0.1021
H28 -3.428 -1.832 0.691  0.1023
H29 -1.601 -2.201 2.317  0.0789
H30 -1.685 -4.160 3.846  0.1123
F4 1.878 -5.466 0.282  0.0472
C23 2.794 -6.381 -0.104  -0.2815
C24 4.109 -6.213 0.279  -0.0136
C25 5.036 -7.168 -0.117  -0.0823
C26 4.642 -8.260 -0.879  -0.0895
C27 3.312 -8.395 -1.251  -0.0783
C28 2.370 -7.452 -0.864  -0.0128
H31 4.389 -5.354 0.873  0.1159
H32 6.072 -7.060 0.176  0.0865
H33 5.372 -9.000 -1.176  0.0956
H34 2.993 -9.244 -1.842  0.0989
H35 1.327 -7.541 -1.135  0.1145
F5 -4.879 0.693 -5.645  0.0384
C29 -4.829 1.600 -6.649  -0.2856
C30 -5.584 1.386 -7.783  -0.0120
C31 -5.534 2.343 -8.788  -0.0767
C32 -4.742 3.475 -8.650  -0.0902
C33 -3.984 3.651 -7.500  -0.0820
C34 -4.023 2.707 -6.485  -0.0265
H36 -6.197 0.499 -7.864  0.1186
H37 -6.125 2.201 -9.684  0.1059
H38 -4.710 4.218 -9.435  0.1043
H39 -3.360 4.528 -7.391  0.0947
H40 -3.444 2.824 -5.578  0.1055
F6 3.092 2.382 -2.878  0.0449
C35 4.307 2.506 -3.463  -0.2767
C36 4.402 2.573 -4.837  -0.0167
C37 5.669 2.691 -5.394  -0.0822
C38 6.797 2.732 -4.587  -0.0948
C39 6.664 2.658 -3.206  -0.0767
C40 5.406 2.549 -2.633  -0.0105
H41 3.512 2.534 -5.450  0.1123
H42 5.770 2.748 -6.470  0.1050
H43 7.779 2.819 -5.033  0.1010
H44 7.539 2.684 -2.571  0.1063
H45 5.269 2.488 -1.562  0.1018
F7 0.756 -10.790 -1.272  0.0446
C41 -0.345 -10.292 -0.665  -0.2960
C42 -1.351 -9.766 -1.448  -0.0214
C43 -2.469 -9.243 -0.814  -0.0829
C44 -2.562 -9.250 0.571  -0.0937
C45 -1.530 -9.786 1.329  -0.0798
C46 -0.405 -10.317 0.714  -0.0160
H46 -1.251 -9.767 -2.525  0.1170
H47 -3.271 -8.825 -1.409  0.1042
H48 -3.434 -8.836 1.059  0.1000
H49 -1.595 -9.788 2.409  0.1053
H50 0.414 -10.738 1.280  0.1183
F8 -3.065 6.701 -8.591  0.0402
C47 -3.721 7.591 -7.807  -0.2820
C48 -4.903 7.200 -7.213  -0.0151
C49 -5.569 8.119 -6.414  -0.0792
C50 -5.052 9.393 -6.226  -0.0931
C51 -3.860 9.753 -6.840  -0.0835
C52 -3.178 8.848 -7.641  -0.0177
H51 -5.290 6.204 -7.376  0.1047
H52 -6.493 7.829 -5.932  0.1053
H53 -5.576 10.104 -5.602  0.1013
H54 -3.455 10.746 -6.698  0.1043
H55 -2.247 9.102 -8.129  0.1170
F9 -5.614 6.022 -3.558  0.0501
C53 -6.121 4.942 -2.925  -0.2799
C54 -7.192 5.116 -2.072  -0.0131
C55 -7.708 3.998 -1.432  -0.0988
C56 -7.154 2.743 -1.645  -0.1020
C57 -6.074 2.602 -2.505  -0.0726
C58 -5.546 3.709 -3.155  -0.0087
H56 -7.602 6.105 -1.917  0.1182
H57 -8.547 4.110 -0.756  0.1072
H58 -7.562 1.878 -1.138  0.1051
H59 -5.633 1.628 -2.675  0.1049
H60 -4.707 3.620 -3.830  0.0975
F10 7.794 -8.759 -0.058  0.0437
C59 8.898 -8.327 0.591  -0.2845
C60 8.768 -7.908 1.899  -0.0179
C61 9.906 -7.463 2.559  -0.0832
C62 11.133 -7.442 1.912  -0.0967
C63 11.227 -7.870 0.594  -0.0833
C64 10.102 -8.321 -0.082  -0.0148
H61 7.800 -7.934 2.380  0.1175
H62 9.828 -7.133 3.587  0.1049
H63 12.015 -7.094 2.432  0.1008
H64 12.181 -7.854 0.085  0.1048
H65 10.148 -8.663 -1.107  0.1180
F11 -2.296 1.294 5.657  0.0348
C65 -2.781 0.098 6.075  -0.2781
C66 -4.015 0.083 6.690  -0.0159
C67 -4.508 -1.134 7.137  -0.0809
C68 -3.767 -2.296 6.970  -0.0893
C69 -2.529 -2.243 6.346  -0.0842
C70 -2.021 -1.036 5.884  -0.0117
H66 -4.566 1.004 6.815  0.1164
H67 -5.476 -1.172 7.619  0.1050
H68 -4.156 -3.242 7.321  0.1030
H69 -1.955 -3.151 6.214  0.1009
H70 -1.059 -0.970 5.392  0.1164
F12 -8.457 3.553 2.425  0.0482
C71 -7.261 4.010 2.862  -0.2815
C72 -7.145 4.406 4.179  -0.0175
C73 -5.912 4.871 4.614  -0.0854
C74 -4.834 4.937 3.742  -0.0977
C75 -4.987 4.533 2.423  -0.0779
C76 -6.211 4.060 1.969  -0.0086
H71 -8.000 4.348 4.837  0.1168
H72 -5.796 5.185 5.644  0.1041
H73 -3.878 5.304 4.090  0.0953
H74 -4.152 4.584 1.736  0.1049
H75 -6.356 3.732 0.949  0.0963

Atoms 1-2, force components in eV/Å:
C -0.065 0.084 -0.080
C 0.116 -0.070 0.441

Properties
Net charge: 0
F_max, eV/Å: 1.262
E_tot, Eh: -4704.3511
HOMO-LUMO gap, eV: 9.02

---

[2]
# C76H89F8N7

A 15-piece molecular cluster, C76H89F8N7 overall in a non-equilibrium geometry (ωB97M-V/def2-TZVPD, OMol25).

Last column: Löwdin charge in e.
Geometry (Å):
C1 10.580 2.599 -7.991  -0.1044
C2 10.311 1.336 -8.848  -0.2535
C3 11.562 0.740 -9.445  -0.2002
C4 12.692 0.374 -8.510  -0.1951
N1 13.571 0.112 -7.736  0.1083
H1 11.287 2.485 -7.169  0.0650
H2 9.683 2.872 -7.434  0.0678
H3 10.941 3.416 -8.615  0.0698
H4 9.611 1.540 -9.657  0.1077
H5 9.746 0.648 -8.219  0.1093
H6 12.059 1.441 -10.115  0.1128
H7 11.371 -0.152 -10.042  0.1140
C5 17.021 4.714 -7.002  -0.0971
C6 15.934 4.535 -8.104  -0.2446
C7 15.780 5.667 -9.147  -0.1875
C8 17.009 5.816 -9.920  -0.2435
N2 17.958 5.907 -10.582  0.1404
H8 16.625 5.525 -6.391  0.0647
H9 18.008 5.049 -7.322  0.0676
H10 17.067 3.835 -6.360  0.0687
H11 15.008 4.318 -7.571  0.0994
H12 16.098 3.603 -8.646  0.1016
H13 15.620 6.663 -8.737  0.1146
H14 14.922 5.508 -9.800  0.1148
C9 12.335 -6.952 -8.500  -0.0967
C10 13.567 -6.206 -7.839  -0.2118
C11 13.233 -5.032 -6.853  -0.1702
C12 12.006 -4.362 -7.288  -0.2638
N3 11.043 -3.880 -7.644  0.1450
H15 11.658 -6.318 -9.072  0.0573
H16 11.648 -7.468 -7.830  0.0663
H17 12.637 -7.706 -9.227  0.0614
H18 14.232 -5.759 -8.578  0.0969
H19 14.249 -6.872 -7.311  0.0943
H20 14.026 -4.291 -6.949  0.1123
H21 13.125 -5.421 -5.840  0.1096
C13 19.969 4.498 -3.130  -0.0956
C14 19.512 5.953 -2.812  -0.2230
C15 19.820 6.423 -1.335  -0.1916
C16 19.153 5.666 -0.305  -0.2444
N4 18.627 5.019 0.540  0.1303
H22 19.756 4.205 -4.158  0.0649
H23 19.510 3.859 -2.376  0.0632
H24 21.042 4.379 -2.978  0.0680
H25 18.441 6.105 -2.949  0.1010
H26 20.031 6.608 -3.512  0.0979
H27 19.504 7.458 -1.207  0.1155
H28 20.875 6.340 -1.075  0.1184
C17 19.653 -3.972 1.585  -0.1077
C18 19.421 -5.221 0.709  -0.2412
C19 18.665 -6.329 1.440  -0.2015
C20 17.372 -6.010 2.052  -0.2168
N5 16.309 -5.753 2.509  0.1221
H29 18.756 -3.393 1.805  0.0636
H30 20.239 -3.263 0.999  0.0668
H31 20.215 -4.180 2.495  0.0746
H32 20.435 -5.477 0.403  0.1067
H33 18.883 -4.952 -0.200  0.1076
H34 19.229 -6.787 2.253  0.1183
H35 18.496 -7.135 0.726  0.1110
C21 14.611 -2.258 6.679  -0.0921
C22 16.027 -2.118 7.334  -0.2452
C23 17.202 -2.539 6.462  -0.1955
C24 17.562 -1.452 5.563  -0.2493
N6 17.868 -0.578 4.881  0.1397
H36 14.467 -3.310 6.431  0.0654
H37 14.487 -1.688 5.759  0.0673
H38 13.821 -1.945 7.362  0.0671
H39 16.102 -2.721 8.239  0.1045
H40 16.061 -1.055 7.572  0.1041
H41 16.972 -3.480 5.963  0.1205
H42 18.151 -2.707 6.970  0.1176
C25 8.811 -4.773 1.949  -0.1144
C26 9.603 -4.652 3.247  -0.2570
C27 10.888 -5.454 3.100  -0.2094
C28 10.759 -6.883 3.231  -0.2276
N7 10.635 -8.037 3.431  0.1352
H43 9.393 -4.555 1.054  0.0675
H44 8.059 -3.984 1.960  0.0711
H45 8.396 -5.776 1.845  0.0794
H46 8.948 -4.904 4.080  0.1141
H47 9.828 -3.599 3.415  0.1048
H48 11.559 -5.071 3.869  0.1204
H49 11.286 -5.313 2.095  0.1151
F1 17.399 0.116 -2.993  0.0636
C29 16.752 -0.759 -2.215  -0.2995
C30 16.063 -1.825 -2.793  -0.0237
C31 15.456 -2.847 -2.062  -0.0781
C32 15.465 -2.697 -0.678  -0.1153
C33 16.101 -1.635 -0.038  -0.0602
C34 16.770 -0.646 -0.835  0.0018
H50 15.942 -1.899 -3.864  0.1082
H51 15.106 -3.756 -2.529  0.0987
H52 15.048 -3.440 -0.015  0.0908
H53 16.002 -1.585 1.036  0.0992
H54 17.318 0.212 -0.475  0.1105
F2 19.259 1.318 -9.725  0.0524
C35 19.768 0.236 -9.076  -0.2658
C36 20.919 -0.418 -9.582  -0.0116
C37 21.322 -1.636 -9.084  -0.1030
C38 20.632 -2.242 -8.082  -0.1049
C39 19.481 -1.637 -7.596  -0.0742
C40 19.103 -0.378 -8.061  -0.0331
H55 21.378 0.098 -10.412  0.1128
H56 22.175 -2.124 -9.532  0.1074
H57 20.891 -3.200 -7.654  0.1019
H58 18.808 -2.117 -6.901  0.1026
H59 18.205 0.092 -7.689  0.1150
F3 25.177 2.190 0.300  0.0354
C41 24.433 1.461 1.191  -0.2463
C42 24.982 0.883 2.352  -0.0242
C43 24.190 0.245 3.286  -0.1103
C44 22.839 0.142 3.093  -0.0858
C45 22.255 0.772 1.959  -0.0650
C46 23.047 1.439 1.044  -0.0332
H60 26.053 0.939 2.483  0.1094
H61 24.624 -0.223 4.157  0.1049
H62 22.263 -0.445 3.793  0.0986
H63 21.198 0.761 1.737  0.1023
H64 22.613 2.000 0.230  0.1127
F4 21.989 -2.279 -2.818  0.0371
C47 22.821 -1.306 -3.279  -0.2370
C48 22.321 -0.252 -4.117  -0.0087
C49 23.207 0.696 -4.581  -0.1044
C50 24.554 0.636 -4.268  -0.0720
C51 25.032 -0.436 -3.446  -0.0902
C52 24.176 -1.339 -2.935  -0.0514
H65 21.265 -0.227 -4.343  0.1080
H66 22.786 1.551 -5.089  0.1026
H67 25.359 1.321 -4.489  0.0958
H68 26.061 -0.451 -3.118  0.1037
H69 24.458 -2.113 -2.237  0.1160
F5 10.324 -9.635 -3.528  0.0366
C53 10.470 -8.308 -3.208  -0.2726
C54 9.618 -7.407 -3.825  0.0027
C55 9.845 -6.026 -3.532  -0.0671
C56 10.805 -5.606 -2.602  -0.1058
C57 11.718 -6.531 -2.109  -0.0878
C58 11.503 -7.877 -2.405  -0.0278
H70 8.853 -7.739 -4.511  0.1131
H71 9.155 -5.265 -3.864  0.0980
H72 10.956 -4.568 -2.347  0.0976
H73 12.411 -6.187 -1.355  0.1002
H74 12.199 -8.572 -1.960  0.1136
F6 13.701 8.298 -0.697  0.0477
C59 13.624 7.105 -1.345  -0.2471
C60 12.839 6.918 -2.484  -0.0495
C61 12.767 5.747 -3.174  -0.1026
C62 13.473 4.633 -2.709  -0.0769
C63 14.246 4.804 -1.537  -0.0888
C64 14.316 5.983 -0.825  -0.0103
H75 12.340 7.804 -2.849  0.1130
H76 12.121 5.719 -4.039  0.1019
H77 13.431 3.701 -3.253  0.0968
H78 14.682 3.868 -1.220  0.1006
H79 14.842 6.024 0.118  0.1122
F7 13.569 1.192 2.311  0.0608
C65 13.540 1.785 3.509  -0.2846
C66 12.550 1.434 4.410  -0.0371
C67 12.588 1.842 5.729  -0.0819
C68 13.675 2.647 6.119  -0.0927
C69 14.676 2.970 5.213  -0.0923
C70 14.652 2.524 3.912  -0.0105
H80 11.667 0.901 4.090  0.1115
H81 11.871 1.481 6.452  0.1013
H82 13.777 2.888 7.167  0.0949
H83 15.594 3.423 5.558  0.1062
H84 15.525 2.601 3.280  0.1201
F8 17.875 -5.814 -4.984  0.0721
C71 18.517 -6.748 -4.294  -0.2816
C72 19.909 -6.644 -4.091  -0.0146
C73 20.597 -7.619 -3.401  -0.0971
C74 19.869 -8.654 -2.840  -0.0877
C75 18.453 -8.741 -2.974  -0.0781
C76 17.827 -7.819 -3.749  -0.0442
H85 20.524 -5.885 -4.551  0.1110
H86 21.677 -7.605 -3.385  0.1067
H87 20.380 -9.455 -2.326  0.0937
H88 17.868 -9.545 -2.550  0.1045
H89 16.761 -7.841 -3.922  0.1158

Atoms 1-2, force components in eV/Å:
C -0.270 -0.214 -0.114
C -0.219 0.534 1.254

Properties
Net charge: 0
F_max, eV/Å: 5.564
E_tot, Eh: -4131.3818
HOMO-LUMO gap, eV: 9.26